One molecule with the formula C2H3NO3 in a non-equilibrium geometry. Source: the OMol25 dataset; level of theory: ωB97M-V with the def2-TZVPD basis set.

```
! RIJCOSX wB97M-V def2-TZVPD def2/J DEFGRID3
* xyz 0 3
C -0.500 0.182 -0.460
C -0.500 0.249 0.987
N 0.860 -0.438 -0.979
O -1.194 0.605 -1.344
O 1.229 -1.419 -0.414
O 1.430 0.121 -1.875
H 0.069 -0.598 1.245
H -1.541 0.266 1.388
H 0.146 1.032 1.453
*
```

Highest occupied orbital energy (spin up / spin down): -7.386 / -10.913 eV
E_tot: -358.239835 Eh
Strongest force on any atom: 0.1013 hartree/bohr
Energy relative to the best compared isomer or geometry (same formula, charge and spin): 96.4 kcal per mole
Gap between HOMO and LUMO (spin up / spin down): 0.28062 / 0.25967 Eh
Lowest unoccupied orbital energy (spin up / spin down): 0.25 / -3.85 eV

***

C2H3NO3P as an isolated structure in a non-equilibrium geometry. Source: the OMol25 dataset; level of theory: ωB97M-V with the def2-TZVPD basis set.

```
! RIJCOSX wB97M-V def2-TZVPD def2/J DEFGRID3
* xyz -1 1
C -0.297 0.809 -1.026
C -0.398 1.011 0.452
N 0.393 -0.749 1.161
O 0.181 -0.289 -1.411
O -0.477 1.791 -1.741
O 0.762 -2.901 -0.255
P -0.256 -1.846 0.032
H -1.470 0.886 0.783
H 0.228 1.714 0.953
H 1.333 -0.426 1.052
*
```

Highest occupied orbital energy: -4.494 eV
E_tot: -699.890348 Eh
Strongest force on any atom: 0.1004 hartree/bohr
Energy relative to the best compared isomer or geometry (same formula, charge and spin): 59.8 kcal per mole
Gap between HOMO and LUMO: 0.31284 Eh
Lowest unoccupied orbital energy: 4.02 eV

***

An isolated ion of composition C2H3NO3P and charge -1 in a non-equilibrium geometry. Source: the OMol25 dataset; level of theory: ωB97M-V with the def2-TZVPD basis set.

```
! RIJCOSX wB97M-V def2-TZVPD def2/J DEFGRID3
* xyz -1 3
C 0.389 -0.469 -1.806
C 0.107 0.252 -0.739
N 0.212 0.454 1.786
O -2.144 -0.609 0.574
O -0.439 0.944 2.670
O 1.415 0.499 1.740
P -0.648 -0.797 0.577
H 0.756 -0.099 -2.728
H 0.250 -1.522 -1.419
H 0.101 1.347 -0.656
*
```

Highest occupied orbital energy (spin up / spin down): -1.398 / -4.381 eV
E_tot: -699.678218 Eh
Strongest force on any atom: 0.1080 hartree/bohr
Energy relative to the best compared isomer or geometry (same formula, charge and spin): 69.7 kcal per mole
Gap between HOMO and LUMO (spin up / spin down): 0.20201 / 0.23687 Eh
Lowest unoccupied orbital energy (spin up / spin down): 4.10 / 2.06 eV

***

C2H3NO3S as an isolated structure in a non-equilibrium geometry. Source: the OMol25 dataset; level of theory: ωB97M-V with the def2-TZVPD basis set.

```
! RIJCOSX wB97M-V def2-TZVPD def2/J DEFGRID3
* xyz 0 1
C -0.670 -0.458 1.722
C -0.791 -1.087 0.533
N 0.820 1.844 -0.515
O 0.100 0.554 1.688
O 0.845 2.153 -1.674
O 0.283 -0.365 -1.821
S 0.486 0.159 -0.239
H -1.226 -0.660 2.538
H -0.810 -2.088 0.151
H 0.963 -0.053 -2.383
*
```

Highest occupied orbital energy: -9.111 eV
E_tot: -756.453478 Eh
Strongest force on any atom: 0.0695 hartree/bohr
Energy relative to the best compared isomer or geometry (same formula, charge and spin): 139.7 kcal per mole
Gap between HOMO and LUMO: 0.28917 Eh
Lowest unoccupied orbital energy: -1.24 eV

***

A 2-piece molecular cluster, C2H3NO3S overall in a non-equilibrium geometry. Source: the OMol25 dataset; level of theory: ωB97M-V with the def2-TZVPD basis set.

```
! RIJCOSX wB97M-V def2-TZVPD def2/J DEFGRID3
* xyz 0 1
C -0.307 1.910 -1.396
S 0.527 1.329 -0.189
O 0.307 1.787 1.154
N 2.157 0.734 -0.254
C 2.938 -0.161 -0.127
O 3.768 -0.960 -0.046
H 0.041 1.565 -2.361
O -0.330 -0.882 0.668
H 0.077 -0.885 1.542
H -1.260 -0.675 0.792
*
```

Highest occupied orbital energy: -10.030 eV
E_tot: -756.508024 Eh
Strongest force on any atom: 0.0450 hartree/bohr
SMILES: C#S(=O)N=C=O.O
Energy relative to the best compared isomer or geometry (same formula, charge and spin): 105.5 kcal per mole
Gap between HOMO and LUMO: 0.33874 Eh
Lowest unoccupied orbital energy: -0.81 eV

***

One molecule with the formula C2H3NO4 in a non-equilibrium geometry. Source: the OMol25 dataset; level of theory: ωB97M-V with the def2-TZVPD basis set.

```
! RIJCOSX wB97M-V def2-TZVPD def2/J DEFGRID3
* xyz 0 1
O -3.120 0.777 0.013
N -2.242 -0.014 0.007
O -2.273 -1.197 0.022
O -0.974 0.597 -0.027
C 0.134 -0.218 -0.042
C 1.348 0.319 0.017
O 2.455 -0.459 -0.006
H -0.047 -1.281 -0.105
H 1.470 1.392 0.081
H 3.250 0.083 0.040
*
```

Highest occupied orbital energy: -9.056 eV
E_tot: -433.550892 Eh
Strongest force on any atom: 0.0217 hartree/bohr
SMILES: O=[N+]([O-])O/C=C/O
Energy relative to the best compared isomer or geometry (same formula, charge and spin): 133.5 kcal per mole
Gap between HOMO and LUMO: 0.34895 Eh
Lowest unoccupied orbital energy: 0.44 eV

***

A 2-piece molecular cluster, C2H3NO4 overall in a non-equilibrium geometry. Source: the OMol25 dataset; level of theory: ωB97M-V with the def2-TZVPD basis set.

```
! RIJCOSX wB97M-V def2-TZVPD def2/J DEFGRID3
* xyz 0 1
O -1.710 -0.062 -2.008
C -0.551 -0.005 -2.016
N 0.587 0.356 -2.075
O 1.812 -0.256 -2.049
H 2.418 0.425 -1.722
O 1.044 0.109 1.864
C -0.103 -0.199 1.887
O -1.070 0.596 2.342
H -0.472 -1.183 1.519
H -1.955 0.220 2.257
*
```

Highest occupied orbital energy: -10.098 eV
E_tot: -433.645046 Eh
Strongest force on any atom: 0.0285 hartree/bohr
SMILES: O=C=NO.O=CO
Energy relative to the best compared isomer or geometry (same formula, charge and spin): 74.4 kcal per mole
Gap between HOMO and LUMO: 0.38246 Eh
Lowest unoccupied orbital energy: 0.31 eV

***

C2H3NOS as an isolated structure in a non-equilibrium geometry. Source: the OMol25 dataset; level of theory: ωB97M-V with the def2-TZVPD basis set.

```
! RIJCOSX wB97M-V def2-TZVPD def2/J DEFGRID3
* xyz 0 1
C -0.717 1.432 0.322
C 1.312 -0.410 0.205
H -1.406 2.462 -0.066
H 0.310 1.790 0.659
H 2.030 -1.191 1.170
N -1.388 0.266 -0.166
O 1.570 0.753 -0.384
S -0.459 -1.068 -0.043
*
```

Highest occupied orbital energy: -8.939 eV
E_tot: -605.990370 Eh
Strongest force on any atom: 0.1677 hartree/bohr
Energy relative to the best compared isomer or geometry (same formula, charge and spin): 123.6 kcal per mole
Gap between HOMO and LUMO: 0.29186 Eh
Lowest unoccupied orbital energy: -1.00 eV

***

Please write out number 8 again, unchanged.
C2H3NOS as an isolated structure in a non-equilibrium geometry. Source: the OMol25 dataset; level of theory: ωB97M-V with the def2-TZVPD basis set.

```
! RIJCOSX wB97M-V def2-TZVPD def2/J DEFGRID3
* xyz 0 1
C -0.717 1.432 0.322
C 1.312 -0.410 0.205
H -1.406 2.462 -0.066
H 0.310 1.790 0.659
H 2.030 -1.191 1.170
N -1.388 0.266 -0.166
O 1.570 0.753 -0.384
S -0.459 -1.068 -0.043
*
```

Highest occupied orbital energy: -8.939 eV
E_tot: -605.990370 Eh
Strongest force on any atom: 0.1677 hartree/bohr
Energy relative to the best compared isomer or geometry (same formula, charge and spin): 123.6 kcal per mole
Gap between HOMO and LUMO: 0.29186 Eh
Lowest unoccupied orbital energy: -1.00 eV

***

What is the E_tot in the sixth record? -433.550892 Eh